1.
The following is a quantum chemistry calculation of a molecular structure, C46H43CrN7O3SSe2Si at a distorted geometry, from OMol25.

Structure (XYZ):
```
104
Properties=species:S:1:pos:R:3:forces:R:3
Cr -0.243896 -0.010098 -1.005643 1.032 0.991 0.741
Se -2.815291 -0.026374 -3.673631 -0.031 0.408 -0.090
Se -1.766168 -2.015922 -4.132509 0.129 -0.306 -0.081
C -2.417148 -2.925936 -2.566938 -0.128 0.233 0.307
C -2.895694 -4.215696 -2.721289 0.015 -0.057 -0.010
C -3.528312 -4.811186 -1.641266 0.043 0.019 -0.065
C -3.672445 -4.082402 -0.475625 -0.002 -0.024 0.179
C -3.135059 -2.808304 -0.416972 0.242 -0.202 -0.206
N -2.496748 -2.227720 -1.435101 0.151 -0.295 0.020
C -1.251664 1.104349 -3.754725 0.116 -0.281 0.103
C -1.184817 1.899881 -4.891476 -0.066 0.065 -0.018
C -0.093889 2.722205 -5.099898 0.019 -0.004 0.129
C 0.894925 2.721238 -4.134248 0.056 0.117 -0.173
C 0.761529 1.896989 -3.039247 -0.075 -0.117 0.116
N -0.283869 1.077433 -2.812402 -0.259 0.566 -0.819
H -2.804300 -4.718019 -3.674397 -0.036 -0.024 0.006
H -3.930938 -5.811722 -1.723131 0.023 -0.008 -0.001
H -4.176165 -4.496554 0.385826 -0.015 0.013 0.006
H -3.212417 -2.230421 0.493047 0.045 -0.301 0.150
H -1.993429 1.851545 -5.605782 0.019 -0.033 -0.015
H -0.010307 3.327182 -5.992151 -0.046 0.043 0.016
H 1.774258 3.343803 -4.225358 0.024 -0.023 0.041
H 1.536989 1.887170 -2.291850 -0.040 -0.031 -0.266
C 0.768192 1.614651 -0.199302 -0.230 -0.575 -0.025
Si 2.576455 1.125800 0.015323 0.168 -0.021 -0.156
C 2.896814 -0.226204 -1.333930 0.038 0.072 0.452
N 1.685373 -0.891254 -1.938264 -0.310 0.088 0.191
C 1.496575 -2.325329 -1.530619 0.015 -0.287 -0.121
C 1.736876 -3.376658 -2.612511 0.143 0.092 -0.022
C 3.054207 -3.105833 -3.323488 -0.042 0.000 -0.045
C 3.024379 -1.696467 -3.936983 -0.031 -0.029 0.198
C 1.838879 -0.877652 -3.416978 0.072 0.005 -0.313
C 3.053689 0.655422 1.768124 -0.252 -0.031 -0.204
C 4.165421 -0.147878 2.021192 -0.030 0.030 -0.125
C 4.533759 -0.471117 3.315393 0.069 -0.038 0.015
C 3.803421 0.021242 4.388634 -0.021 0.020 0.019
C 2.714673 0.848648 4.159239 -0.024 0.017 0.034
C 2.343875 1.159880 2.857959 -0.081 0.020 -0.076
C 3.668004 2.611649 -0.421173 -0.086 -0.193 -0.031
C 3.925539 3.013535 -1.733996 -0.007 -0.028 -0.027
C 4.704670 4.126231 -2.011426 0.013 0.063 -0.099
C 5.246490 4.871065 -0.973915 -0.042 -0.037 0.045
C 5.000254 4.493071 0.337849 0.033 0.080 0.002
C 4.221353 3.378130 0.607901 -0.054 -0.068 0.025
H 0.674917 2.533936 -0.778340 0.011 -0.093 0.038
H 0.304309 1.818071 0.765773 -0.106 -0.239 0.003
H 3.603407 -0.973412 -0.961030 -0.050 -0.068 -0.042
H 3.418541 0.293010 -2.141118 0.029 -0.025 0.031
H 0.483154 -2.463355 -1.158286 -0.243 -0.014 0.134
H 2.168529 -2.538500 -0.713259 0.062 0.064 0.255
H 0.911840 -3.408695 -3.330331 0.009 0.002 0.008
H 1.763151 -4.345409 -2.111832 -0.081 0.000 0.005
H 3.237484 -3.856494 -4.091965 0.043 -0.011 0.030
H 3.869294 -3.186714 -2.600381 -0.005 -0.006 0.009
H 2.921336 -1.751127 -5.021946 0.003 0.050 -0.014
H 3.960942 -1.175707 -3.734516 0.006 0.017 -0.071
H 0.917768 -1.261237 -3.854181 -0.030 0.102 0.065
H 1.960819 0.145139 -3.759583 -0.016 -0.014 0.005
H 4.750165 -0.530540 1.192058 0.017 -0.078 0.027
H 5.389389 -1.111309 3.488514 -0.001 0.015 0.006
H 4.088323 -0.229836 5.402573 0.009 -0.004 -0.014
H 2.153446 1.256640 4.990979 0.001 -0.029 0.002
H 1.489814 1.810300 2.692904 -0.007 -0.043 0.046
H 3.524275 2.445363 -2.569668 0.103 0.012 -0.002
H 4.896322 4.412450 -3.038299 0.007 -0.012 0.000
H 5.858236 5.737752 -1.186651 0.004 -0.004 -0.004
H 5.420933 5.066354 1.154229 -0.004 -0.006 -0.005
H 4.043466 3.091079 1.637661 0.051 0.021 0.002
N -8.927718 0.924823 4.908275 0.053 0.006 -0.036
C -8.075451 1.003083 4.142034 -0.195 -0.028 0.181
C -7.016670 1.095921 3.181775 0.208 0.003 -0.201
C -5.804399 0.447546 3.413894 -0.112 0.004 0.003
C -4.784179 0.546748 2.487549 0.124 0.041 -0.119
C -4.978593 1.284685 1.325649 -0.228 -0.066 0.250
C -6.184174 1.927787 1.084692 0.066 0.005 -0.110
C -7.202160 1.836863 2.015738 -0.011 -0.012 0.091
N -3.905379 1.405417 0.403692 0.170 -0.020 -0.040
C -3.460077 2.571188 -0.187445 0.135 0.079 -0.177
C -2.314048 2.250115 -0.835849 -0.049 0.160 -0.013
N -2.047928 0.910738 -0.652099 -0.058 -0.402 0.279
C -3.022014 0.443761 0.100357 -0.052 0.011 -0.077
H -5.662049 -0.113457 4.327015 0.001 -0.007 -0.005
H -3.818855 0.092778 2.672772 0.018 0.017 0.057
H -6.332413 2.487863 0.170600 0.016 -0.002 0.002
H -8.145191 2.337296 1.846482 -0.001 -0.008 -0.022
H -3.976574 3.508634 -0.085768 -0.012 -0.025 0.069
H -1.666854 2.896726 -1.401789 0.017 -0.027 0.030
H -3.144529 -0.582604 0.392481 0.090 0.367 0.102
O -1.141074 0.872146 2.040093 -0.050 -0.162 -0.137
C -0.572480 -0.213183 2.093417 -0.201 0.462 0.139
N -0.059782 -0.912872 1.025728 -0.035 -0.091 -0.033
S 0.638205 -2.334877 1.611897 -0.275 -0.448 -0.141
O -0.047154 -3.483704 1.077573 -0.246 0.185 -0.115
O 2.065113 -2.335003 1.475538 0.253 0.278 -0.090
C 0.230759 -2.104255 3.312497 -0.131 0.464 -0.333
C 0.503337 -2.886758 4.414324 0.147 -0.188 -0.018
C 0.102322 -2.397705 5.651278 0.034 -0.040 -0.036
C -0.541298 -1.167949 5.762325 -0.073 0.101 -0.028
C -0.805899 -0.398580 4.638240 -0.024 0.029 -0.009
C -0.404386 -0.889025 3.407572 0.034 -0.206 0.188
H 1.016444 -3.834345 4.318956 -0.012 0.001 0.022
H 0.297296 -2.976248 6.544233 0.011 -0.023 -0.016
H -0.836841 -0.806620 6.738565 0.007 -0.022 0.007
H -1.299207 0.562935 4.700144 0.016 -0.003 0.020
```
Forces are in eV/Å.

Results
Highest occupied orbital energy (alpha / beta): -11.0 / -11.0 eV
Total charge: +1
Relative energy (zero: lowest compared OMol25 entry of this formula, charge and spin): 60.6 kJ/mol
Largest force on an atom: 1.61 eV/A
2S+1: 2
Frontier orbital gap (alpha / beta): 7.68 / 7.89 eV
Energy: -242794.1805 eV

Atom charges from the Löwdin analysis, given in e for atoms 1 to 6:
1 Cr 0.748
2 Se 0.749
3 Se 0.741
4 C -0.663
5 C -0.093
6 C -0.037

=====

2.
The following is a quantum chemistry calculation of 3 unconnected molecules or ions with the total composition C14H28BFNO6 at a distorted geometry, from OMol25.

Structure (XYZ):
```
51
Properties=species:S:1:pos:R:3:forces:R:3
C -2.451150 2.141959 -1.065192 1.599 0.078 0.519
C -1.102370 2.449694 -0.844880 -1.634 0.422 0.921
B -0.616087 3.968391 -1.112618 -0.305 -0.248 1.241
O 0.647609 4.453087 -0.472442 0.119 0.212 -0.075
C 0.618643 5.815232 -0.681254 -0.864 0.949 -0.601
C -0.866569 6.140644 -1.227041 0.216 -0.535 0.462
C -1.305134 7.495889 -0.728909 -0.227 -0.406 0.283
O -2.037655 7.724071 0.179008 -0.277 0.173 0.110
N -0.722405 8.639817 -1.488557 0.087 -0.367 -0.313
C -1.625875 8.987932 -2.519805 0.095 0.046 0.205
O -1.897261 8.383972 -3.497112 0.090 -0.214 -0.502
F -2.220767 10.159941 -2.294994 -0.071 0.285 0.399
O -1.580841 5.052647 -0.756025 -0.202 0.343 -0.145
H -2.793524 1.515393 -1.887594 -0.107 -1.328 1.101
H -3.148835 2.608821 -0.373165 -0.504 1.339 -1.425
H -0.419809 1.678463 -0.470032 0.692 -0.344 -2.075
H -0.463292 3.995524 -2.341496 0.126 -0.262 -0.172
H 0.699063 6.398412 0.246186 0.472 -0.190 0.095
H 1.323490 6.194675 -1.440018 0.322 -0.199 0.199
H -0.941453 6.130973 -2.323459 0.446 0.345 -0.054
H 0.089594 8.249501 -1.963448 -0.036 -0.017 -0.133
C 0.037838 -1.573176 0.185941 0.048 -0.242 -0.101
C -1.290663 -1.246636 -0.475292 0.122 0.128 0.186
O -1.386837 -1.706155 -1.815342 -0.065 0.025 -0.142
C -1.254993 -3.097350 -2.004854 0.046 -0.007 0.039
C -2.301830 -3.923713 -1.274558 -0.041 0.003 0.068
H 0.862991 -1.155838 -0.393344 -0.018 0.061 0.022
H 0.070407 -1.154697 1.192917 -0.022 0.053 -0.024
H 0.206151 -2.650059 0.267522 0.002 0.015 0.099
H -1.410001 -0.164699 -0.517112 -0.141 -0.091 -0.161
H -2.125659 -1.632652 0.121181 0.017 -0.042 0.006
H -0.245424 -3.428056 -1.731292 -0.020 -0.051 0.052
H -1.356197 -3.258684 -3.079425 0.002 0.079 -0.015
H -2.228989 -3.810271 -0.192272 0.045 -0.034 -0.001
H -2.175223 -4.983094 -1.507500 0.003 0.011 -0.027
H -3.305424 -3.617759 -1.574384 0.006 -0.001 -0.015
C 3.819434 -4.468753 3.703053 0.045 -0.104 -0.054
C 2.491546 -4.141606 3.040739 0.014 -0.007 0.111
O 2.394572 -4.595378 1.703343 -0.036 0.126 -0.153
C 2.518493 -5.989505 1.504183 0.009 -0.083 0.044
C 1.464784 -6.811862 2.227214 -0.042 0.045 0.074
H 4.645814 -4.052885 3.124850 -0.014 0.035 0.013
H 3.850857 -4.049988 4.709631 -0.008 0.028 -0.012
H 3.982288 -5.544761 3.785344 -0.036 0.005 0.066
H 2.368445 -3.059595 2.996453 -0.031 -0.012 -0.131
H 1.655109 -4.525579 3.635672 0.033 -0.046 0.033
H 3.525684 -6.326935 1.775620 -0.014 -0.033 0.048
H 2.417582 -6.141236 0.429230 0.005 0.099 -0.016
H 1.535566 -6.707634 3.310803 0.042 -0.045 0.000
H 1.584062 -7.869544 1.987277 0.003 0.010 -0.026
H 0.464244 -6.496942 1.927254 0.007 -0.006 -0.021
```
Forces are in eV/Å.

Results
Highest occupied orbital energy: -3.4 eV
Total charge: -1
Largest force on an atom: 2.21 eV/A
Frontier orbital gap: 5.61 eV
Energy: -32139.5377 eV

Atom charges from the Löwdin analysis, given in e for atoms 1 to 6:
1 C -0.070
2 C -0.059
3 B -0.722
4 O -0.041
5 C -0.183
6 C -0.299

=====

3.
The following is a quantum chemistry calculation of 2 unconnected molecules or ions with the total composition C11H14N2O at a distorted geometry, from OMol25.

Structure (XYZ):
```
28
Properties=species:S:1:pos:R:3:forces:R:3
C 3.421076 -1.032042 2.338648 0.551 -0.588 -0.670
C 2.266334 -1.202242 1.378306 0.051 -0.722 -0.464
C 1.976039 -0.399040 0.286261 -0.418 1.449 -0.019
C 0.874046 -0.578893 -0.544404 0.101 -1.910 0.276
C 0.125885 -1.739972 -0.344735 -0.056 0.328 -0.261
O -0.925908 -2.048256 -1.175631 0.010 -0.236 0.106
C 0.448001 -2.654600 0.655368 -0.136 0.310 -1.038
C 1.546569 -2.404224 1.450628 -0.260 0.070 0.640
H 4.369696 -1.287122 1.846629 -0.132 0.037 -0.077
H 3.279843 -1.804265 3.082982 0.149 0.122 0.540
H 3.613216 -0.071756 2.806674 -0.561 0.222 -0.015
H 2.534072 0.500906 0.084247 0.458 0.140 0.189
H 0.668602 -0.042749 -1.456519 0.135 0.702 0.138
H -0.758870 -1.686368 -2.052275 -0.078 0.151 0.108
H -0.130837 -3.568912 0.617827 0.197 -0.121 0.470
H 1.853000 -3.164979 2.163424 -0.089 0.143 0.096
C -3.174958 1.436368 -2.430296 0.216 -1.954 0.658
C -2.214890 1.656165 -1.289187 -0.727 1.438 -0.629
C -2.293034 1.444412 0.054407 0.219 -0.580 0.182
N -1.334082 2.255573 0.613592 0.419 0.160 -0.076
C -0.733998 2.922957 -0.400730 -0.043 0.361 0.337
N -1.245681 2.610890 -1.556593 0.234 -0.145 0.153
H -4.119908 0.961982 -2.155053 0.050 0.203 0.400
H -2.731790 0.697362 -3.103434 0.018 0.456 -0.496
H -3.389528 2.378758 -2.894478 0.107 0.313 -0.428
H -2.785171 0.680767 0.630763 -0.327 0.207 0.031
H -1.137282 2.449266 1.579008 -0.123 -0.394 0.092
H -0.000431 3.690017 -0.185442 0.034 -0.161 -0.243
```
Forces are in eV/Å.

Results
Highest occupied orbital energy: -8.4 eV
Relative energy (zero: lowest compared OMol25 entry of this formula, charge and spin): 151.3 kJ/mol
Largest force on an atom: 2.07 eV/A
SMILES: Cc1ccc(O)cc1.Cc1c[nH]cn1
Frontier orbital gap: 9.21 eV
Energy: -16661.3447 eV

Atom charges from the Löwdin analysis, given in e for atoms 1 to 6:
1 C -0.056
2 C -0.275
3 C -0.051
4 C -0.024
5 C -0.327
6 O 0.028